# 1
C22H63B3Br2F4N24O17 as an isolated structure. Source: the Open Molecules 2025 dataset; level of theory: ωB97M-V with the def2-TZVPD basis set.

The calculation puts the HOMO energy at -9.1 eV. Its total energy is -247412.70250 eV.

The geometry in XYZ format:
```
135
Properties=species:S:1:pos:R:3:mulliken_charge:R:1
C -10.811 -2.430 2.646 -1.00
C -10.611 -1.104 1.866 -0.31
O -9.237 -0.889 1.495 -0.22
C -8.506 -0.311 2.491 0.44
O -8.863 -0.266 3.635 -0.59
C -7.150 0.246 2.043 -0.23
C -6.327 0.889 3.182 0.01
C -5.322 -0.145 3.865 -0.58
B -3.808 0.310 3.803 0.33
O -2.881 0.287 4.868 -0.51
B -1.654 -0.232 4.484 0.07
F -0.830 -0.638 5.463 -0.29
O -1.228 -0.351 3.166 -0.07
B -2.316 -0.268 2.274 0.19
C -2.593 -1.219 1.044 -0.29
C -1.589 -2.403 0.843 -1.00
C -1.785 -3.616 1.777 0.52
F -1.223 -3.445 3.009 -0.24
Br -0.804 -5.103 0.904 -0.05
C -3.270 -4.103 1.992 0.11
F -3.989 -4.179 0.851 -0.15
F -3.934 -3.303 2.857 -0.08
Br -3.324 -5.894 2.807 -0.11
O -3.270 0.734 2.558 0.09
H -10.635 -3.278 1.962 0.25
H -10.155 -2.490 3.528 0.30
H -11.860 -2.430 2.999 0.36
H -11.042 -0.238 2.397 0.33
H -11.176 -1.195 0.919 0.33
H -7.340 1.032 1.285 0.46
H -6.607 -0.588 1.537 -0.45
H -5.704 1.686 2.743 -0.12
H -6.956 1.275 4.000 0.51
H -5.380 -1.066 3.240 0.20
H -5.638 -0.447 4.877 0.33
H -3.646 -1.552 1.157 0.00
H -2.597 -0.588 0.130 0.32
H -1.662 -2.741 -0.202 0.62
H -0.584 -1.986 1.041 0.33
C -6.763 -2.613 -1.109 0.62
O -5.866 -1.929 -0.627 -0.51
N -7.704 -2.111 -1.939 -0.36
N -6.872 -3.942 -0.838 -0.37
H -8.440 -2.660 -2.341 0.15
H -7.644 -1.134 -2.168 0.17
H -6.186 -4.344 -0.224 0.17
H -7.592 -4.528 -1.216 0.15
C 2.348 1.552 2.033 0.54
O 3.365 2.214 1.915 -0.70
N 2.026 0.905 3.195 -0.29
N 1.445 1.392 1.027 -0.14
H 1.195 0.354 3.313 0.18
H 2.666 0.993 3.964 0.18
H 1.635 1.849 0.138 0.21
H 0.609 0.848 1.124 0.17
C 2.427 1.444 -2.587 0.60
O 1.969 2.083 -1.648 -0.78
N 3.089 2.030 -3.614 -0.34
N 2.304 0.088 -2.670 -0.34
H 3.468 1.520 -4.389 0.16
H 3.200 3.033 -3.584 0.32
H 1.820 -0.377 -1.924 0.19
H 2.670 -0.458 -3.427 0.15
C 3.109 6.218 -3.367 0.55
O 3.400 5.061 -3.636 -0.71
N 3.570 7.278 -4.081 -0.22
N 2.294 6.535 -2.325 -0.36
H 3.342 8.236 -3.877 0.14
H 4.174 7.075 -4.857 0.12
H 1.936 5.774 -1.775 0.23
H 2.040 7.475 -2.084 0.17
C -5.289 0.345 -3.415 0.59
O -5.935 -0.576 -3.893 -0.67
N -4.823 0.333 -2.140 -0.12
N -4.986 1.468 -4.132 -0.40
H -4.295 1.087 -1.741 0.15
H -5.023 -0.483 -1.567 0.08
H -5.316 1.511 -5.079 0.23
H -4.459 2.237 -3.764 0.15
C 4.107 10.873 -5.390 0.64
O 3.217 10.301 -4.781 -0.67
N 4.231 12.228 -5.397 -0.40
N 5.050 10.206 -6.114 -0.34
H 4.953 12.720 -5.889 0.16
H 3.553 12.753 -4.873 0.22
H 4.990 9.204 -6.134 0.19
H 5.787 10.658 -6.620 0.17
C 3.186 -4.892 0.005 0.61
O 2.174 -5.569 -0.096 -0.61
N 3.320 -3.923 0.960 -0.35
N 4.257 -5.039 -0.815 -0.26
H 4.138 -3.354 1.064 0.17
H 2.547 -3.787 1.586 0.19
H 4.196 -5.743 -1.527 0.14
H 5.099 -4.494 -0.748 0.15
C -1.614 -0.082 9.445 0.67
O -2.059 0.540 10.393 -0.66
N -0.942 0.517 8.422 -0.32
N -1.750 -1.435 9.325 -0.36
H -0.569 0.022 7.633 0.16
H -0.822 1.512 8.475 0.17
H -2.241 -1.912 10.060 0.20
H -1.392 -1.965 8.553 0.18
C 8.011 -4.705 -2.226 0.62
O 6.983 -5.172 -1.743 -0.73
N 9.199 -4.728 -1.577 -0.30
N 8.037 -4.126 -3.458 -0.34
H 10.051 -4.350 -1.950 0.22
H 9.215 -5.146 -0.666 0.17
H 7.173 -4.094 -3.967 0.18
H 8.864 -3.738 -3.878 0.18
C 11.638 -2.468 0.266 0.64
O 11.336 -3.392 -0.473 -0.65
N 11.507 -2.542 1.619 -0.39
N 12.129 -1.287 -0.203 -0.39
H 11.748 -1.796 2.244 0.17
H 11.147 -3.399 1.999 0.21
H 12.238 -1.198 -1.197 0.21
H 12.382 -0.516 0.386 0.17
C 9.013 -5.093 -6.764 0.72
O 9.870 -4.376 -6.276 -0.65
N 8.047 -4.618 -7.602 -0.41
N 8.946 -6.430 -6.513 -0.40
H 7.335 -5.191 -8.013 0.16
H 8.065 -3.636 -7.811 0.21
H 9.640 -6.817 -5.899 0.21
H 8.249 -7.036 -6.904 0.16
C -5.378 4.981 1.921 0.68
O -6.021 4.048 1.474 -0.60
N -4.878 4.986 3.190 -0.36
N -5.103 6.100 1.190 -0.43
H -4.347 5.742 3.577 0.17
H -5.062 4.178 3.758 0.22
H -5.456 6.131 0.250 0.22
H -4.576 6.878 1.538 0.15
```


# 2
C22H63N7O20Zn2 as an isolated structure. Source: the Open Molecules 2025 dataset; level of theory: ωB97M-V with the def2-TZVPD basis set.

The calculation puts the HOMO energy at -9.7 eV. Its total energy is -172038.95063 eV.

The geometry in XYZ format:
```
114
Properties=species:S:1:pos:R:3:mulliken_charge:R:1
Zn -0.008 2.180 -2.882 1.01
Zn -0.647 -0.926 1.630 1.50
N -2.145 3.454 -3.291 1.06
O -3.156 4.123 -3.181 -0.56
O -1.625 2.986 -4.324 -0.63
O -1.509 3.105 -2.212 -0.55
N 1.721 3.548 -1.817 1.09
O 1.484 3.628 -3.120 -0.65
O 1.053 2.650 -1.193 -0.27
O 2.412 4.333 -1.265 -0.60
N -2.351 -2.097 4.371 0.75
O -3.464 -2.476 4.649 -0.60
O -2.139 -1.025 3.616 -0.44
O -1.334 -2.693 4.781 -0.68
N 0.848 0.089 -4.210 1.10
O 0.097 0.084 -3.103 -0.73
O 1.197 1.171 -4.630 -0.62
O 1.043 -1.027 -4.793 -0.64
C -1.254 2.742 0.718 -1.44
C -0.317 2.147 1.843 1.39
C -0.234 3.077 3.075 -0.87
O -0.188 2.350 4.248 -0.39
C 0.211 3.214 5.292 -0.81
N -0.824 0.802 2.470 -0.53
H -2.221 2.988 1.088 0.80
H -1.251 2.101 -0.167 -0.47
H -0.894 3.670 0.280 0.23
H 0.695 2.071 1.437 -0.44
H -1.162 3.645 3.106 0.45
H 0.611 3.773 2.937 0.50
H 1.294 3.189 5.484 0.29
H -0.212 2.945 6.271 0.28
H -0.149 4.229 5.036 0.34
H -1.827 0.872 2.687 0.48
H -0.416 0.777 3.365 0.47
C -4.157 -1.085 1.141 -1.33
C -3.358 -1.742 0.029 0.10
C -3.097 -0.744 -1.128 0.40
O -4.298 -0.545 -1.941 -0.55
C -4.041 0.448 -2.962 -0.38
N -2.039 -2.207 0.686 -0.11
H -5.199 -0.916 0.874 0.46
H -3.680 -0.116 1.455 0.12
H -4.036 -1.673 2.074 0.39
H -3.864 -2.644 -0.383 0.43
H -2.167 -1.075 -1.610 -0.21
H -2.864 0.233 -0.714 0.14
H -3.820 1.443 -2.510 0.08
H -4.960 0.523 -3.471 0.36
H -3.226 0.076 -3.646 0.17
H -2.315 -2.931 1.384 0.37
H -1.473 -2.749 0.061 -0.06
C 2.694 -0.081 1.307 -1.39
C 2.146 -0.256 -0.120 1.66
C 2.929 -1.029 -1.115 -1.20
O 3.049 -2.410 -0.689 -0.21
C 3.849 -3.159 -1.565 -1.05
N 0.776 -0.867 0.027 2.36
H 3.483 0.630 1.297 0.54
H 3.010 -1.062 1.687 0.15
H 1.876 0.133 1.909 -0.04
H 1.979 0.807 -0.515 -1.25
H 3.910 -0.676 -1.266 0.91
H 2.368 -0.959 -2.048 0.25
H 3.598 -3.019 -2.630 0.35
H 3.683 -4.188 -1.359 0.32
H 4.883 -2.927 -1.494 0.32
H 0.349 -0.480 -0.779 -0.95
H 0.830 -1.868 -0.050 -0.31
C -2.116 -3.605 -3.063 -0.77
C -0.633 -3.373 -3.445 -0.42
O -0.076 -2.677 -2.401 0.07
H -2.660 -4.056 -3.850 0.57
H -2.524 -2.673 -2.723 0.03
H -2.085 -4.199 -2.184 0.01
H -0.452 -2.805 -4.335 0.43
H -0.140 -4.337 -3.640 0.32
H 0.166 -1.809 -2.692 -0.41
C 6.323 2.934 -0.831 -1.17
C 5.163 2.166 -1.574 -0.51
O 4.191 1.607 -0.771 -0.29
H 6.679 2.299 -0.018 0.31
H 6.064 3.969 -0.401 0.27
H 7.088 3.109 -1.579 0.39
H 5.463 1.415 -2.236 0.55
H 4.816 2.881 -2.304 0.31
H 3.740 2.380 -0.452 0.07
C -1.832 6.342 -0.809 -0.82
C -3.293 5.808 -0.634 0.16
O -3.908 6.316 0.559 -0.57
H -1.336 6.173 0.105 0.22
H -1.804 7.437 -1.037 0.38
H -1.357 5.845 -1.663 0.13
H -3.253 4.721 -0.488 -0.12
H -3.826 6.073 -1.536 0.35
H -4.371 7.173 0.444 0.30
C 2.080 -3.152 4.258 -1.26
C 1.433 -3.049 2.896 0.32
O 0.489 -1.946 2.923 -0.34
H 1.278 -3.425 4.933 0.38
H 2.487 -2.170 4.446 0.28
H 2.868 -3.915 4.334 0.37
H 0.794 -3.915 2.532 -0.02
H 2.143 -2.790 2.070 -0.07
H -0.109 -2.178 3.653 0.21
C 0.530 -6.329 0.928 -1.34
C 0.066 -5.521 -0.276 -0.16
O -0.123 -4.135 -0.165 -0.16
H 1.591 -6.231 1.106 0.30
H 0.357 -7.395 0.551 0.40
H -0.066 -6.161 1.867 0.28
H -0.889 -6.004 -0.548 0.33
H 0.784 -5.745 -1.106 0.25
H 0.104 -3.638 -0.979 -0.25
```


# 3
C22H64BN2O23 as an isolated structure. Source: the Open Molecules 2025 dataset; level of theory: ωB97M-V with the def2-TZVPD basis set.

The calculation puts the HOMO energy at -5.7 eV. Its total energy is -74580.62312 eV. Its net charge is -1.

The geometry in XYZ format:
```
112
Properties=species:S:1:pos:R:3:mulliken_charge:R:1
O 0.560 -3.159 1.318 -0.54
C 1.352 -2.323 0.882 1.56
O 1.316 -1.104 1.094 0.37
B 2.493 -0.427 0.477 2.62
O 3.213 -1.472 -0.199 -0.01
C 2.564 -2.635 -0.041 -0.35
O 2.787 -3.809 -0.472 -0.62
O 3.207 0.283 1.577 -1.22
C 3.005 1.591 1.538 -0.20
O 3.329 2.413 2.410 -0.62
C 2.285 1.887 0.186 0.67
O 2.120 0.698 -0.412 0.23
O 2.071 3.014 -0.249 -0.78
C -0.940 -1.601 2.551 -1.24
C -2.340 -2.047 3.104 1.58
C -2.928 -0.961 4.104 -1.31
C -3.649 0.208 3.381 -0.40
C -4.691 -0.379 2.458 -1.45
C -4.185 -1.427 1.451 1.77
N -3.440 -2.482 2.168 0.29
O -3.050 -3.610 1.410 -0.69
C -5.462 -2.006 0.791 -2.12
C -3.343 -0.711 0.327 -1.86
C -2.052 -3.219 4.170 -2.30
H -0.320 -1.461 3.437 0.87
H -0.955 -0.713 1.918 -0.18
H -0.459 -2.418 2.012 1.04
H -3.756 -1.292 4.732 0.45
H -2.185 -0.467 4.731 0.42
H -2.916 0.935 3.029 0.06
H -4.080 0.801 4.188 0.49
H -5.055 0.453 1.854 0.47
H -5.458 -0.787 3.116 0.38
H -6.121 -2.563 1.457 0.52
H -6.093 -1.183 0.456 0.35
H -5.208 -2.764 0.050 0.37
H -2.598 -0.104 0.841 -0.26
H -2.797 -1.392 -0.326 0.81
H -3.895 0.098 -0.151 0.86
H -1.609 -4.133 3.774 0.31
H -2.985 -3.627 4.558 0.57
H -1.429 -2.933 5.018 0.36
H -2.274 -3.266 0.960 0.69
C -0.339 0.624 -3.787 -1.03
C 0.039 2.045 -3.324 1.35
C -0.539 3.106 -4.274 -1.27
C -2.058 3.439 -3.964 -0.85
C -2.059 3.959 -2.491 -1.22
C -1.577 2.860 -1.459 1.79
N -0.405 2.091 -1.914 -0.12
O 0.210 1.239 -1.075 1.60
C -1.305 3.648 -0.163 -2.36
C -2.732 1.896 -1.228 -0.95
C 1.615 2.185 -3.300 -1.98
H 0.141 0.348 -4.726 0.53
H -1.395 0.404 -3.634 0.29
H 0.203 -0.038 -3.112 -0.01
H 0.093 3.993 -4.310 0.44
H -0.450 2.660 -5.265 0.44
H -2.697 2.557 -4.021 0.38
H -2.458 4.068 -4.759 0.48
H -3.068 4.300 -2.263 0.48
H -1.519 4.904 -2.554 0.44
H -2.223 4.125 0.178 0.50
H -1.226 3.054 0.747 0.13
H -0.608 4.478 -0.282 0.50
H -2.569 1.010 -0.614 -0.74
H -3.730 2.233 -0.948 0.50
H -2.870 1.469 -2.221 0.41
H 1.989 2.828 -2.504 -0.51
H 1.976 2.562 -4.257 0.66
H 2.132 1.239 -3.134 0.83
H 0.769 1.887 -0.640 0.42
O 0.763 2.473 2.541 -0.62
H 1.553 2.012 2.258 -0.25
H 0.999 2.856 3.386 0.27
O -0.703 -0.360 -0.446 1.10
H -0.748 0.443 -0.965 0.89
H -0.407 -0.071 0.417 -0.66
O 1.042 -0.766 -2.041 -0.92
H 0.418 -0.473 -2.705 1.06
H 0.660 -0.483 -1.211 -2.01
O 5.318 -2.690 -0.245 -0.66
H 5.887 -2.628 0.522 0.22
H 4.445 -2.844 0.117 -0.17
O -1.187 -2.597 -0.001 -1.09
H -1.290 -1.812 -0.540 -0.17
H -0.402 -2.429 0.519 -1.03
O 4.822 3.298 0.588 -0.75
H 5.120 2.710 -0.106 0.31
H 4.325 2.736 1.182 0.15
O 1.645 4.703 -1.270 -0.73
H 2.400 4.211 -1.592 0.46
H 1.363 4.227 -0.489 0.35
O 1.662 -2.674 -2.907 -1.03
H 1.582 -3.227 -2.129 0.04
H 1.359 -1.812 -2.620 0.94
O 3.447 -0.862 3.341 -0.71
H 2.689 -0.293 3.476 0.27
H 4.202 -0.277 3.407 0.36
O 4.563 -4.779 0.208 -0.68
H 3.871 -5.436 0.288 0.31
H 4.513 -4.487 -0.703 0.34
O 1.353 -4.367 -1.759 -0.59
H 0.525 -4.799 -1.549 0.27
H 1.945 -4.625 -1.052 0.35
O 3.065 -0.105 -2.194 -0.97
H 2.221 -0.554 -2.148 0.74
H 3.109 0.406 -1.386 0.55
O 5.724 0.396 1.024 -0.67
H 5.901 -0.226 1.730 0.32
H 4.876 0.127 0.673 0.36
```


# 4
A 7-piece molecular cluster, C22H64Br3N12O9P3 overall. Source: the Open Molecules 2025 dataset; level of theory: ωB97M-V with the def2-TZVPD basis set.

The value obtained for the relative energy (zero: lowest compared OMol25 entry of this formula, charge and spin) is 0.0000 eV. Its SMILES is CN(C)P(=O)(N(C)C)N(C)C.CN(C)P(=O)(N(C)C)N(C)C.CN(C)P(=O)(N(C)C)N(C)C.C[N+](=O)[O-].C[N+](=O)[O-].C[N+](=O)[O-].BrC(Br)Br. The calculation puts the HOMO energy at -8.2 eV. Its total energy is -298147.79668 eV.

The geometry in XYZ format:
```
113
Properties=species:S:1:pos:R:3:mulliken_charge:R:1
C -4.761 1.844 3.075 -1.07
N -3.453 1.416 2.602 0.35
C -2.623 2.427 1.973 -0.28
P -2.593 0.154 3.385 0.18
O -1.267 -0.212 2.786 -0.56
N -2.438 0.777 4.961 0.43
C -1.101 1.046 5.419 -1.26
C -3.429 0.947 5.965 -1.34
N -3.743 -1.119 3.480 0.10
C -4.114 -1.635 2.174 -0.91
C -3.507 -2.118 4.478 -0.93
H -4.660 2.492 3.946 0.27
H -5.439 1.016 3.279 0.31
H -5.226 2.400 2.261 0.41
H -2.028 3.067 2.624 0.25
H -3.181 3.124 1.348 0.32
H -1.872 1.957 1.338 -0.37
H -0.620 0.137 5.781 0.36
H -0.534 1.482 4.596 0.19
H -1.010 1.874 6.121 0.45
H -3.499 2.013 6.181 0.35
H -4.414 0.594 5.660 0.39
H -2.986 0.513 6.861 0.50
H -4.799 -2.478 2.259 0.42
H -4.597 -0.848 1.595 0.26
H -3.231 -1.973 1.631 0.19
H -4.432 -2.689 4.394 0.36
H -3.241 -1.767 5.475 0.29
H -2.759 -2.809 4.088 0.29
C -2.542 -0.665 -4.973 -0.82
N -2.042 -1.969 -5.448 0.28
C -2.840 -3.109 -4.917 -0.95
P -0.382 -2.178 -5.897 0.25
O 0.156 -0.968 -6.554 -0.87
N 0.389 -2.765 -4.471 0.83
C 0.235 -4.142 -3.991 -1.27
C 1.487 -2.025 -3.940 0.07
N -0.336 -3.480 -7.006 0.29
C 0.995 -4.015 -7.375 -1.08
C -1.258 -3.460 -8.111 -1.14
H -1.908 0.112 -5.400 0.26
H -2.534 -0.598 -3.885 0.15
H -3.567 -0.555 -5.328 0.32
H -2.962 -2.900 -3.855 0.18
H -2.423 -4.099 -5.102 0.36
H -3.832 -3.064 -5.365 0.31
H -0.608 -4.248 -3.307 0.11
H -0.039 -4.725 -4.870 0.49
H 1.129 -4.460 -3.456 0.45
H 2.421 -2.408 -4.350 0.30
H 1.256 -0.969 -4.086 -0.41
H 1.546 -2.203 -2.866 -0.09
H 1.660 -3.244 -7.767 0.36
H 1.617 -4.424 -6.579 0.31
H 1.030 -4.793 -8.137 0.38
H -1.379 -4.528 -8.291 0.40
H -0.853 -2.932 -8.974 0.28
H -2.179 -2.965 -7.803 0.36
C 7.350 2.168 3.958 -1.11
N 5.990 2.045 3.334 0.25
C 5.786 2.951 2.253 -1.15
P 4.806 1.042 4.022 0.66
O 5.298 -0.146 4.821 -0.86
N 3.898 2.165 4.978 0.16
C 3.846 1.932 6.432 -1.00
C 2.853 3.056 4.482 -0.93
N 3.714 0.715 2.657 0.40
C 4.195 0.225 1.327 -0.91
C 2.412 0.122 2.921 -0.67
H 8.098 2.446 3.215 0.37
H 7.686 1.231 4.402 0.34
H 7.326 2.838 4.817 0.33
H 4.780 2.996 1.837 0.28
H 6.481 2.592 1.494 0.46
H 6.205 3.932 2.475 0.38
H 3.928 2.864 6.991 0.34
H 2.899 1.402 6.536 0.29
H 4.669 1.331 6.819 0.29
H 2.655 2.813 3.438 0.34
H 1.840 2.929 4.863 0.23
H 3.029 4.128 4.567 0.33
H 5.154 0.718 1.166 0.39
H 4.382 -0.842 1.206 0.30
H 3.573 0.636 0.531 -0.02
H 2.064 0.700 3.778 0.10
H 2.509 -0.959 3.015 0.44
H 1.594 0.338 2.233 -0.17
C 0.768 1.562 -4.632 -0.46
N 0.821 3.044 -4.504 1.02
O 0.415 3.730 -5.439 -0.60
O 1.419 3.519 -3.584 -0.55
H 1.514 1.222 -3.914 0.06
H 1.175 1.352 -5.621 0.35
H -0.280 1.319 -4.453 0.08
C -4.896 2.780 -3.050 -0.67
N -4.319 4.019 -2.398 0.92
O -4.722 5.047 -2.896 -0.53
O -3.470 3.889 -1.525 -0.52
H -5.303 2.200 -2.221 0.27
H -4.104 2.189 -3.511 0.19
H -5.665 3.096 -3.755 0.31
C 0.898 -2.564 1.114 -0.55
N 1.772 -2.986 -0.058 0.91
O 1.370 -3.788 -0.913 -0.53
O 2.853 -2.434 -0.065 -0.49
H 0.921 -1.484 1.263 -0.09
H 1.242 -3.118 1.988 0.47
H -0.110 -2.919 0.904 0.32
Br -1.393 1.900 -1.690 0.00
C -0.389 0.429 -0.853 0.95
Br 1.564 0.537 -1.279 0.11
Br -1.163 -1.312 -1.315 0.02
H -0.618 0.549 0.206 -0.92
```